C42H43F3IMoN6O6SSb | ωB97M-V/def2-TZVPD

Structure (XYZ):
```
104
Properties=species:S:1:pos:R:3
Mo -0.517 0.343 0.555
N -0.082 1.966 -1.025
C -0.969 1.732 -2.172
C -0.772 0.315 -2.709
C -0.596 -0.750 -1.598
O -1.466 -1.650 -1.496
O 0.543 -0.815 -1.034
H -0.168 2.940 -0.738
H 0.873 1.824 -1.367
H -0.764 2.450 -2.975
H -2.002 1.879 -1.844
H 0.141 0.282 -3.316
H -1.627 0.032 -3.323
C -5.247 0.458 -0.983
C -4.768 1.223 0.214
C -5.634 2.030 0.936
C -5.169 2.713 2.047
C -6.073 3.615 2.836
C -3.846 2.594 2.438
C -2.895 1.845 1.722
C -3.435 1.149 0.608
N -1.546 1.669 1.975
C -0.758 2.544 2.875
C -0.020 1.669 3.904
C -1.441 3.659 3.685
C 0.271 3.295 2.010
H -6.284 0.707 -1.194
H -5.178 -0.618 -0.817
H -4.649 0.700 -1.860
H -6.658 2.139 0.618
H -7.093 3.564 2.465
H -5.729 4.648 2.765
H -6.076 3.335 3.888
H -3.590 3.124 3.330
H -2.987 -0.443 -0.427
H -0.713 1.319 4.665
H 0.756 2.244 4.402
H 0.445 0.812 3.427
H -2.074 3.279 4.481
H -1.989 4.340 3.040
H -0.648 4.224 4.168
H 0.906 2.592 1.490
H 0.890 3.924 2.642
H -0.248 3.935 1.299
N 5.436 2.611 0.686
C 4.670 1.807 0.972
C 3.706 0.851 1.366
C 4.031 -0.146 2.291
C 2.990 -0.987 2.665
C 1.726 -0.794 2.159
N 1.375 0.178 1.272
C 2.412 0.948 0.872
H 5.029 -0.246 2.680
H 3.157 -1.788 3.369
H 0.932 -1.449 2.492
H 2.212 1.718 0.136
F 2.754 -5.116 -6.613
C 2.802 -4.125 -5.697
C 1.629 -3.497 -5.327
C 1.692 -2.472 -4.398
C 2.905 -2.086 -3.852
C 4.066 -2.748 -4.226
C 4.024 -3.770 -5.156
Sb 3.002 -0.461 -2.420
C 4.828 0.373 -3.257
C 4.956 0.451 -4.636
C 5.923 1.248 -5.218
C 6.756 1.982 -4.395
F 7.684 2.788 -4.956
C 6.654 1.932 -3.018
C 5.674 1.130 -2.461
C 3.761 -1.826 -0.922
C 2.864 -2.765 -0.436
C 3.240 -3.659 0.549
C 4.529 -3.589 1.042
F 4.901 -4.441 2.026
C 5.448 -2.674 0.566
C 5.054 -1.790 -0.426
H 0.692 -3.804 -5.762
H 0.781 -1.977 -4.095
H 5.016 -2.456 -3.796
H 4.918 -4.287 -5.467
H 4.289 -0.123 -5.266
H 6.023 1.321 -6.290
H 7.307 2.526 -2.399
H 5.568 1.108 -1.386
H 1.859 -2.792 -0.824
H 2.555 -4.398 0.933
H 6.451 -2.658 0.967
H 5.769 -1.076 -0.810
I -2.590 -3.980 4.510
C -1.812 -3.021 2.841
C -1.390 -3.564 1.644
N -0.965 -2.564 0.854
N -1.116 -1.377 1.489
C -1.655 -1.628 2.688
H -1.350 -4.588 1.336
H -1.038 -2.470 -0.216
H -1.730 0.213 3.081
O -4.876 -2.473 2.701
S -4.139 -1.461 2.005
O -3.845 -1.782 0.614
O -2.560 0.406 -0.157
O -1.916 -0.646 3.550
```

Results
relative energy (zero: lowest compared OMol25 entry of this formula, charge and spin) = 116.14 kJ/mol
multiplicity = 1
gap between HOMO and LUMO = 5.775 eV


C42H44AsN6O3PdS | ωB97M-V/def2-TZVPD

Structure (XYZ):
```
98
Properties=species:S:1:pos:R:3
Pd -0.770 0.838 -0.845
C -4.918 1.277 2.411
C -5.429 0.928 1.019
N -4.811 -0.306 0.505
C -5.513 -1.558 0.834
C -6.470 -1.990 -0.271
C -3.702 -0.325 -0.243
S -3.003 1.248 -0.605
N -3.305 -1.518 -0.668
C -2.226 -1.807 -1.407
O -1.362 -1.040 -1.876
C -2.042 -3.270 -1.708
C -2.967 -4.227 -1.298
C -2.742 -5.571 -1.556
C -1.591 -5.971 -2.224
C -0.673 -5.020 -2.653
C -0.901 -3.676 -2.398
H -5.427 2.165 2.791
H -3.845 1.477 2.378
H -5.099 0.453 3.107
H -5.239 1.744 0.332
H -6.507 0.761 1.040
H -6.056 -1.379 1.762
H -4.774 -2.330 1.014
H -7.242 -1.235 -0.441
H -6.961 -2.928 -0.003
H -5.918 -2.135 -1.202
H -3.862 -3.905 -0.783
H -3.461 -6.312 -1.234
H -1.410 -7.023 -2.412
H 0.221 -5.331 -3.182
H -0.202 -2.918 -2.728
N 1.291 0.485 -1.358
C 1.887 -0.088 -2.167
N 2.613 -0.734 -3.040
C 3.655 -1.690 -2.623
C 4.960 -1.261 -3.258
O 4.822 -1.185 -4.671
C 3.854 -0.220 -5.059
C 2.487 -0.553 -4.494
H 3.380 -2.681 -2.987
H 3.724 -1.717 -1.538
H 5.740 -1.987 -3.049
H 5.257 -0.284 -2.859
H 3.819 -0.229 -6.146
H 4.160 0.776 -4.718
H 2.120 -1.483 -4.929
H 1.779 0.245 -4.706
N -1.310 4.477 -3.481
C -1.310 3.133 -3.310
N -0.720 2.768 -2.206
C -0.316 3.954 -1.581
C 0.326 4.154 -0.361
C 0.602 5.455 0.006
C 0.252 6.540 -0.817
C -0.394 6.355 -2.022
C -0.677 5.039 -2.380
H -1.727 4.972 -4.248
H -1.753 2.454 -4.029
H 0.573 3.311 0.268
H 1.098 5.654 0.948
H 0.494 7.546 -0.496
H -0.667 7.193 -2.654
O -0.454 0.628 1.405
As 1.027 0.301 2.108
C 2.238 1.790 2.141
C 1.940 2.827 3.026
C 2.765 3.938 3.084
C 3.870 4.027 2.246
C 4.165 2.997 1.361
C 3.353 1.871 1.310
C 0.685 -0.148 3.935
C 1.722 -0.393 4.829
C 1.426 -0.755 6.133
C 0.100 -0.868 6.540
C -0.932 -0.616 5.644
C -0.642 -0.257 4.335
C 1.926 -1.214 1.347
C 1.195 -2.078 0.539
C 1.787 -3.247 0.077
C 3.105 -3.538 0.411
C 3.838 -2.668 1.210
C 3.246 -1.506 1.689
H 1.063 2.758 3.655
H 2.555 4.732 3.792
H 4.507 4.904 2.279
H 5.029 3.068 0.711
H 3.580 1.064 0.627
H 2.756 -0.303 4.515
H 2.228 -0.950 6.836
H -0.127 -1.156 7.559
H -1.963 -0.702 5.966
H -1.428 -0.064 3.616
H 0.176 -1.829 0.274
H 1.215 -3.936 -0.532
H 3.562 -4.455 0.053
H 4.865 -2.897 1.470
H 3.812 -0.836 2.324
```

Results
relative energy (zero: lowest compared OMol25 entry of this formula, charge and spin) = 89.43 kJ/mol
multiplicity = 1
charge = +1
gap between HOMO and LUMO (spin up / spin down) = 7.491 / 7.468 eV


- What is the relative energy (zero: lowest compared OMol25 entry of this formula, charge and spin) in the first record?
  116.14 kJ/mol


- relative energy (zero: lowest compared OMol25 entry of this formula, charge and spin) of number 2 (C42H44AsN6O3PdS)?
  89.43 kJ/mol


- The lowest relative energy (zero: lowest compared OMol25 entry of this formula, charge and spin) belongs to which entry?
  C42H44AsN6O3PdS